ORCA calculation (ωB97M-V with the def2-TZVPD basis set) on C38H40IO12PSi2 as an isolated structure in a non-equilibrium geometry.

As for the net charge: 0. The HOMO energy is -9.7 eV. As for the HOMO-LUMO gap: 8.5 eV.

The geometry in XYZ format:
```
94
C38H40IO12PSi2 (ωB97M-V with the def2-TZVPD basis set)
C 1.88 -2.84 2.76
C 0.58 -2.35 1.89
O 0.84 -1.17 1.04
C 1.33 -0.04 1.86
C 0.76 1.44 1.35
O 1.82 2.47 1.43
Si 1.10 4.03 1.04
O 1.18 5.24 2.31
Si 1.41 4.53 3.90
C 3.10 3.62 4.15
C 4.34 4.32 3.34
C 5.77 3.98 4.08
I 6.91 2.61 2.78
C 0.02 3.33 4.48
C -1.46 3.61 3.84
O -2.44 3.04 4.82
C -2.21 1.56 4.95
O -2.19 0.93 6.15
P 2.12 4.95 -0.73
O 1.40 6.34 -1.04
O 2.00 3.97 -2.16
O 3.84 5.18 -0.36
H 2.87 -2.71 2.13
H 1.97 -2.13 3.68
H 1.79 -3.96 3.12
H -0.27 -2.08 2.67
H 0.20 -3.27 1.26
H 0.98 -0.20 2.97
H 2.50 0.03 1.81
H -0.07 1.75 2.13
H 0.28 1.37 0.28
H -0.33 3.92 0.65
H 1.43 5.68 4.85
H 3.36 3.71 5.31
H 3.00 2.45 3.94
H 4.11 5.49 3.33
H 4.34 3.86 2.26
H 5.64 3.49 5.15
H 6.35 5.01 4.21
H -0.09 3.48 5.66
H 0.43 2.24 4.34
H -1.73 4.77 3.79
H -1.67 3.05 2.83
H -2.04 0.85 4.01
H 2.81 3.38 -2.27
H 3.84 5.28 0.65
C 3.43 1.25 -6.63
C 3.42 0.32 -7.67
C 3.05 -1.00 -7.42
C 2.70 -1.40 -6.13
C 2.73 -0.47 -5.08
C 3.08 0.86 -5.34
C 2.40 -0.89 -3.70
O 2.43 -0.08 -2.79
C 2.06 -2.30 -3.45
C 1.81 -2.73 -2.13
C 1.48 -4.06 -1.88
C 1.38 -4.97 -2.94
C 1.64 -4.55 -4.24
C 1.99 -3.22 -4.50
C 2.29 -2.79 -5.88
O 2.21 -3.59 -6.80
H 3.71 2.29 -6.83
H 3.70 0.63 -8.68
H 3.04 -1.72 -8.24
H 3.09 1.59 -4.53
H 1.88 -2.03 -1.31
H 1.29 -4.39 -0.86
H 1.11 -6.00 -2.74
H 1.57 -5.27 -5.06
C -8.79 -4.03 0.22
C -7.97 -5.15 0.33
C -6.59 -5.03 0.25
C -6.01 -3.77 0.04
C -6.82 -2.64 -0.10
C -8.21 -2.77 0.00
C -6.23 -1.32 -0.37
O -6.94 -0.33 -0.49
C -4.76 -1.20 -0.50
C -4.19 0.04 -0.81
C -2.80 0.16 -0.93
C -1.99 -0.95 -0.72
C -2.55 -2.19 -0.41
C -3.95 -2.32 -0.31
C -4.54 -3.64 -0.02
O -3.82 -4.62 0.16
H -9.87 -4.13 0.29
H -8.42 -6.13 0.49
H -5.96 -5.91 0.35
H -8.86 -1.90 -0.09
H -4.82 0.91 -0.98
H -2.36 1.12 -1.18
H -0.91 -0.86 -0.80
H -1.91 -3.05 -0.26
```

Results of the Löwdin charge analysis, in e, for atoms 1 through 8:
1 C -0.106
2 C -0.246
3 O -0.239
4 C -0.142
5 C -0.201
6 O -0.310
7 Si 0.493
8 O -0.382

ORCA calculation (ωB97M-V with the def2-TZVPD basis set) on C38H40N6O5PtS as an isolated structure in a non-equilibrium geometry.

As for the net charge: +2. The HOMO energy (alpha / beta) is -12.6 / -12.6 eV. As for the HOMO-LUMO gap (alpha / beta): 4.6 / 4.6 eV. The calculation puts the energy above the lowest of the compared OMol25 structures with the same formula, charge and spin at 132.42 kcal/mol.

The geometry in XYZ format:
```
91
C38H40N6O5PtS (ωB97M-V with the def2-TZVPD basis set)
Pt 0.91 -0.93 -0.02
C 3.53 -3.11 -2.84
C 2.47 -2.31 -2.16
N 2.11 -2.47 -0.92
N 2.63 -3.42 -0.13
C 2.83 -2.76 1.02
O 2.53 -1.51 1.12
C 3.46 -3.49 2.15
C 3.79 -2.78 3.30
C 4.46 -3.41 4.34
C 4.80 -4.75 4.23
C 4.46 -5.46 3.08
C 3.79 -4.83 2.04
C 1.72 -1.25 -2.80
C 1.58 -1.17 -4.17
C -0.71 -0.63 -5.37
C -1.24 0.49 -4.58
C -0.02 0.36 -2.45
N 1.15 -0.36 -1.96
H 4.08 -3.69 -2.10
H 4.22 -2.46 -3.37
H 3.10 -3.81 -3.56
H 3.53 -1.73 3.37
H 4.73 -2.86 5.23
H 5.33 -5.25 5.03
H 4.72 -6.51 3.00
H 3.52 -5.38 1.15
H 2.07 -1.92 -4.79
H -0.84 -0.50 -6.45
H -2.10 1.14 -4.78
H -0.13 1.28 -1.88
C -5.15 2.08 2.57
O -4.27 1.91 1.45
C -4.36 2.80 0.42
C -5.08 3.98 0.49
C -5.12 4.84 -0.61
C -4.45 4.52 -1.78
C -3.74 3.33 -1.84
C -3.69 2.47 -0.75
N -3.04 1.19 -0.91
C -1.98 0.71 -0.21
N -1.65 1.30 0.93
C -0.33 1.52 1.36
C 0.79 0.85 0.93
C 2.06 1.25 1.36
C 2.20 2.31 2.23
C 1.07 2.98 2.69
C -0.18 2.59 2.26
O -1.35 3.19 2.62
C -1.27 4.33 3.47
N -1.33 -0.35 -0.65
C -1.14 -0.58 -2.02
C -1.65 -1.72 -2.57
C -1.49 -2.44 -3.83
C -1.10 -2.04 -5.02
C 0.75 -0.15 -4.83
C 0.01 0.84 -3.90
O 0.30 2.19 -3.94
C 1.70 2.52 -4.00
H -4.96 1.24 3.22
H -6.19 2.07 2.24
H -4.93 3.01 3.10
H -5.63 4.25 1.38
H -5.70 5.75 -0.55
H -4.47 5.18 -2.63
H -3.21 3.05 -2.75
H -3.22 0.72 -1.77
H -2.35 1.90 1.36
H 2.94 0.72 1.01
H 3.18 2.61 2.57
H 1.18 3.82 3.37
H -2.29 4.68 3.60
H -0.68 5.12 3.01
H -0.86 4.06 4.44
H -2.29 -2.25 -1.86
H -1.80 -3.48 -3.76
H -1.06 -2.76 -5.83
H 1.27 0.36 -5.64
H 1.78 3.56 -3.73
H 2.09 2.39 -5.01
H 2.28 1.91 -3.30
C -0.85 -2.70 3.85
S 0.62 -2.40 2.92
C 1.30 -1.11 3.93
O 0.01 -1.65 1.70
H -0.55 -3.10 4.83
H -1.43 -3.46 3.32
H -1.41 -1.77 3.95
H 1.45 -1.51 4.94
H 0.59 -0.28 3.94
H 2.24 -0.82 3.49
```

Results of the Löwdin charge analysis, in e, for atoms 1 through 8:
1 Pt 1.564
2 C 0.012
3 C -0.219
4 N -0.123
5 N 0.112
6 C -0.427
7 O -0.205
8 C -0.185

Results for total energy: -97768.84128 -73292.92649 (in eV, following the order of the records).